Entry 1
C4H10OS2 | the ωB97M-V functional and the def2-TZVPD basis

Each line ends with the natural charge from an NBO analysis.
Positions of all 17 atoms, in Å:
1 C -0.04794 -1.41600 -1.43828  -0.448
2 C 1.48895 -1.09681 -1.60973  -0.059
3 O 2.08450 -1.03826 -0.33050  -0.737
4 C -0.61477 -0.93051 -0.11869  -0.523
5 S -1.10188 0.86169 -0.20358  0.049
6 S -1.81452 0.99243 1.74584  0.042
7 C -1.20676 2.67332 2.30158  -0.714
8 H -0.62729 -1.15224 -2.31910  0.219
9 H -0.06906 -2.50483 -1.62703  0.215
10 H 1.93739 -1.92984 -2.15728  0.168
11 H 1.53692 -0.11667 -2.07277  0.163
12 H 3.01552 -0.93276 -0.38042  0.476
13 H 0.18845 -0.73367 0.58141  0.253
14 H -1.31296 -1.66166 0.27608  0.226
15 H -0.50445 2.55003 3.11857  0.218
16 H -0.82722 3.33549 1.53045  0.233
17 H -2.12488 3.10027 2.70347  0.219

Results
highest occupied orbital energy = -0.28701 Ha
orbital gap = 0.314 hartree
molar mass = 138.257 g/mol
structure (SMILES) = CSSCCCO

---

Entry 2
C4H10OS2 | the ωB97M-V functional and the def2-TZVPD basis

Each line ends with the natural charge from an NBO analysis.
Positions of all 17 atoms, in Å:
1 C -0.54281 1.49710 -2.19843  -0.511
2 C -0.60846 0.32592 -1.53353  0.313
3 O -0.42655 0.32925 -0.16355  -0.700
4 C -0.90538 -1.00536 -2.19198  -0.689
5 H -0.68518 1.54959 -3.28282  0.199
6 H -0.36238 2.48868 -1.77687  0.212
7 H -0.22211 -0.58692 0.09673  0.483
8 H -1.28462 -0.79617 -3.21403  0.236
9 H 0.05914 -1.59545 -2.31425  0.223
10 H -1.66402 -1.66287 -1.71666  0.225
11 C 1.48224 0.68113 2.60642  -0.760
12 S 1.22907 -0.77814 3.65650  0.094
13 S 0.16404 -1.97804 2.35058  -0.162
14 H 2.30860 0.39257 1.93098  0.220
15 H 1.88168 1.52080 3.18890  0.233
16 H 0.57957 0.92599 2.01550  0.247
17 H -1.00282 -1.30809 2.54651  0.136

Results
highest occupied orbital energy = -0.32383 Ha
orbital gap = 0.338 hartree
molar mass = 138.257 g/mol
structure (SMILES) = C=C(C)O.CSS

---

How far above the most stable structure does each one sit? In kJ/mol: entry 1 23.8; entry 2 0.0.

---

Entry 1
C3H7N2S2 | the ωB97M-V functional and the def2-TZVPD basis

Each line ends with the natural charge from an NBO analysis.
Positions of all 14 atoms, in Å:
1 C -0.36360 0.52809 1.09441  0.198
2 C 0.34383 -0.64976 -0.91993  0.229
3 C 0.29865 -1.91367 -1.66007  -0.760
4 N -0.30783 1.83705 0.96332  -0.549
5 N -0.17436 -0.55687 0.32149  -0.470
6 S 0.17641 2.78129 -0.34618  0.151
7 S -0.85052 2.68471 2.56133  0.266
8 H -0.93345 0.34440 2.05024  0.223
9 H 0.91923 0.14592 -1.38474  0.254
10 H 0.07887 -2.81039 -1.02477  0.247
11 H 1.26228 -2.06265 -2.21219  0.282
12 H -0.45188 -2.24759 -2.50514  0.325
13 H -0.21966 -1.49479 0.70489  0.457
14 H 0.22204 3.41427 2.35734  0.145

Results
highest occupied orbital energy (spin up / spin down) = -0.48143 / -0.45910 Ha
net charge = +1
orbital gap (spin up / spin down) = 0.275 / 0.232 hartree
molar mass = 135.237 g/mol
structure (SMILES) = C/C=[NH+]/C=[N+](\[S-])S

---

Entry 2
C3H7N2S2 | the ωB97M-V functional and the def2-TZVPD basis

Each line ends with the natural charge from an NBO analysis.
Positions of all 14 atoms, in Å:
1 C -0.66902 1.28207 -0.30708  -0.434
2 C -1.52004 1.84622 -1.17936  -0.235
3 C 0.35182 0.48048 -0.70203  0.376
4 N 1.22803 -0.23507 -0.05394  -0.787
5 N 0.50296 -1.88692 1.80073  -1.010
6 S -1.31106 1.46684 -2.82724  0.397
7 S 0.22824 0.21301 -2.82236  0.091
8 H -0.64646 1.74749 0.79112  0.285
9 H -2.12494 2.64455 -0.99766  0.259
10 H 1.99772 -0.61830 -0.58948  0.413
11 H 0.94501 -1.01724 0.77311  0.430
12 H 0.17388 -2.76377 1.61272  0.400
13 H -0.23713 -1.14801 1.87297  0.400
14 H 1.08098 -2.01133 2.62850  0.415

Results
highest occupied orbital energy = -0.47103 Ha
net charge = +1
orbital gap = 0.289 hartree
molar mass = 135.237 g/mol

---

How far above the most stable structure does each one sit? In kJ/mol: entry 1 235.8; entry 2 0.0.

---

Entry 1
C2H10NO2S | the ωB97M-V functional and the def2-TZVPD basis

Each line ends with the natural charge from an NBO analysis.
Positions of all 16 atoms, in Å:
1 C 0.01914 -0.03978 0.07396  -0.278
2 C -0.08594 -0.64015 1.48272  -0.538
3 S 1.58058 -1.17463 2.14949  -0.697
4 N 0.76773 -1.20534 -0.75619  -0.892
5 H 0.64661 0.79106 0.01777  0.173
6 H -1.10454 0.22487 -0.12441  0.171
7 H -0.86444 -1.52885 1.38478  0.176
8 H -0.42059 0.36435 2.16116  0.155
9 H 0.34765 -2.07262 -0.30155  0.351
10 H 1.62314 -1.05707 -0.20157  0.393
11 H -0.15464 -0.59413 -2.57684  0.506
12 H 0.96693 -0.49620 -3.69286  0.460
13 O 0.04905 -0.90095 -3.55447  -0.980
14 H -1.64035 2.65453 1.87997  0.469
15 H -0.53382 2.55067 0.88690  0.473
16 O -1.19654 3.12426 1.17112  -0.941

Results
highest occupied orbital energy = -0.11048 Ha
net charge = -1
orbital gap = 0.246 hartree
molar mass = 112.174 g/mol

---

Entry 2
C2H10NO2S | the ωB97M-V functional and the def2-TZVPD basis

Each line ends with the natural charge from an NBO analysis.
Positions of all 16 atoms, in Å:
1 C 0.65731 -0.64577 0.87899  -0.238
2 C 0.29656 0.84846 0.76456  -0.543
3 S 0.59083 1.42452 -1.00749  -0.753
4 N 0.91919 -1.36668 -0.39862  -0.895
5 H -0.27989 -0.98695 1.34490  0.174
6 H 1.58367 -0.87598 1.43882  0.172
7 H 0.98270 1.36144 1.39440  0.192
8 H -0.84558 0.89699 0.90630  0.185
9 H 1.62771 -1.01750 -1.09041  0.390
10 H 0.10015 -1.46242 -0.97913  0.350
11 H -0.77559 -3.91366 0.36284  0.491
12 H 0.14302 -4.94642 1.09838  0.468
13 O -0.68270 -4.79768 0.74532  -0.962
14 H -1.16670 3.02632 -0.43875  0.519
15 H -2.11939 3.90376 0.65144  0.471
16 O -1.92491 3.49427 -0.20031  -1.019

Results
highest occupied orbital energy = -0.09981 Ha
net charge = -1
orbital gap = 0.236 hartree
molar mass = 112.174 g/mol

---

How far above the most stable structure does each one sit? In kJ/mol: entry 1 37.2; entry 2 0.0.

---

Entry 1
C3H11N2O | the ωB97M-V functional and the def2-TZVPD basis

Each line ends with the Löwdin spin population.
Positions of all 17 atoms, in Å:
1 C -1.13497 1.80770 1.79554  0.007
2 C -0.71661 1.35369 0.40623  0.021
3 N 0.74169 1.08010 0.40640  0.226
4 C 1.31054 0.00237 -0.21452  0.549
5 N 0.67792 -0.44965 -1.42342  0.104
6 H -0.68150 1.16404 2.54941  0.000
7 H -2.22181 1.86136 1.84456  0.002
8 H -0.83611 2.85062 1.90852  0.001
9 H -0.83947 2.16689 -0.31199  0.003
10 H -1.18314 0.44804 0.04273  0.001
11 H 1.26938 1.69019 1.00298  0.008
12 H 2.12306 -0.59881 0.12346  0.042
13 H 0.78797 -1.44023 -1.59725  0.003
14 H 1.08599 0.01658 -2.24142  0.029
15 H 0.48011 -4.40753 -1.16574  0.000
16 H -0.82970 -3.93397 -1.78398  0.000
17 O -0.03336 -3.61138 -1.34152  0.002

Results
2S+1 = 2
highest occupied orbital energy (spin up / spin down) = -0.19456 / -0.31884 Ha
orbital gap (spin up / spin down) = 0.224 / 0.348 hartree
molar mass = 91.134 g/mol
expectation value of S² = 0.7535

---

Entry 2
C3H11N2O | the ωB97M-V functional and the def2-TZVPD basis

Each line ends with the Löwdin spin population.
Positions of all 17 atoms, in Å:
1 C -0.76898 -1.98348 0.66760  0.010
2 C -1.23073 -1.11500 -0.38858  0.031
3 O -0.98027 0.06633 -0.30819  0.060
4 N -1.75354 -1.63179 -1.54560  0.005
5 H -0.67428 -1.28562 1.52228  0.001
6 H 0.03307 -2.76824 0.61461  0.003
7 H -2.02064 -0.94984 -2.21765  0.003
8 H -1.85042 -2.54357 -1.76623  0.001
9 H -1.57566 -2.53435 1.24898  0.000
10 C 1.38066 1.69722 1.02178  0.161
11 N 1.38372 1.93648 -0.49205  0.242
12 H 0.97673 1.12091 -1.01123  0.082
13 H 2.34245 2.27227 -0.78939  0.170
14 H 0.75014 2.75822 -0.59231  0.134
15 H 0.72216 2.54774 1.53472  0.037
16 H 2.42478 1.68116 1.30506  0.049
17 H 0.84083 0.73156 1.19620  0.012

Results
2S+1 = 2
highest occupied orbital energy (spin up / spin down) = -0.11792 / -0.38465 Ha
orbital gap (spin up / spin down) = 0.144 / 0.407 hartree
molar mass = 91.134 g/mol
expectation value of S² = 0.7505

---

How far above the most stable structure does each one sit? In kJ/mol: entry 1 0.0; entry 2 151.5.

---

Entry 1
C2H4FNO2 | the ωB97M-V functional and the def2-TZVPD basis

Each line ends with the natural charge from an NBO analysis.
Positions of all 10 atoms, in Å:
1 C -0.23879 -1.04060 0.14212  0.813
2 C -1.50756 -0.35816 -0.35026  0.305
3 N 1.27848 0.80735 0.09187  -1.076
4 O 0.67316 -1.69644 -0.13785  -0.544
5 O -1.17292 -0.76374 1.01424  -0.460
6 F -1.42910 0.99136 -0.51828  -0.326
7 H -2.29982 -0.83066 -0.83712  0.169
8 H 2.12457 0.21937 -0.19620  0.387
9 H 1.12530 1.04152 1.12630  0.379
10 H 1.44667 1.63001 -0.33482  0.354

Results
highest occupied orbital energy = -0.35932 Ha
orbital gap = 0.392 hartree
molar mass = 93.057 g/mol
structure (SMILES) = O=C1O[C@H]1F.N

---

Entry 2
C2H4FNO2 | the ωB97M-V functional and the def2-TZVPD basis

Each line ends with the natural charge from an NBO analysis.
Positions of all 10 atoms, in Å:
1 C 0.91104 -0.39765 0.05740  -0.251
2 C -3.05704 0.56131 0.26588  0.320
3 N -2.04298 -0.23396 -0.03343  0.299
4 O -0.34833 0.31912 0.31788  -0.503
5 O -1.94555 -1.30286 -0.57134  -0.346
6 F -4.32742 0.23142 0.02264  -0.283
7 H 1.50675 0.37310 0.46744  0.222
8 H 1.10317 -0.43113 -0.92730  0.177
9 H 1.12218 -1.32338 0.64456  0.184
10 H -2.80344 1.51858 0.50191  0.181

Results
highest occupied orbital energy (spin up / spin down) = -0.35269 / -0.35249 Ha
orbital gap (spin up / spin down) = 0.324 / 0.323 hartree
molar mass = 93.057 g/mol

---

How far above the most stable structure does each one sit? In kJ/mol: entry 1 0.0; entry 2 386.5.